[1]
17
Properties=species:S:1:pos:R:3:forces:R:3 method="wB97M-V/def2-TZVPD" spin_multiplicity=1 orbital_gap_ev=9.62 smiles="CNO[C@H](N)C(N)=O" charge=0 molar_mass_g_mol=119.12
C 2.179101 1.267613 0.221811 -0.1555 -0.3193 0.4418
N 1.379221 0.733274 -0.856631 -2.3224 1.4758 -0.7733
O 0.759607 -0.496584 -0.527220 0.2419 -0.5697 1.3136
C -0.324155 -0.477968 0.545165 0.3768 0.7482 -1.8939
N -0.678128 -1.808078 0.888735 0.1612 0.2159 -0.2097
C -1.348104 0.252337 -0.318924 -0.7789 0.4800 0.9194
N -2.282985 -0.528618 -0.916894 0.0121 0.2422 -0.0133
O -1.291981 1.477707 -0.453932 -0.2227 -1.0099 0.1072
H 2.609419 2.197936 -0.125269 0.1746 0.1512 -0.1647
H 1.622526 1.500014 1.138743 -0.0375 -0.0571 0.0313
H 2.974367 0.561384 0.462682 0.0366 0.0736 -0.0289
H 0.524659 1.399613 -1.041175 2.1935 -1.2877 0.3741
H -0.055580 0.129674 1.415243 0.0615 -0.2069 -0.2457
H -0.658169 -2.395038 0.061688 0.0957 -0.0499 0.0080
H -0.019681 -2.202267 1.538455 0.1834 -0.0752 0.2174
H -2.256788 -1.530509 -0.804623 -0.3168 0.3496 0.1712
H -3.133328 -0.080490 -1.227854 0.2967 -0.1608 -0.2545

[2]
19
Properties=species:S:1:pos:R:3:forces:R:3 method="wB97M-V/def2-TZVPD" spin_multiplicity=1 orbital_gap_ev=7.27 charge=0 molar_mass_g_mol=183.26
C 0.398120 -0.463289 -1.233929 2.3671 0.4306 0.2340
C -0.550738 0.436751 2.156457 -0.5294 -0.8031 2.4507
C -0.684703 -0.349173 0.940103 -0.1367 1.2968 -2.5226
N 1.456555 0.111015 -1.923644 1.6124 1.1950 -0.6964
N -0.050828 -1.660356 -1.696149 -0.9417 -2.1419 -2.5230
N 0.435954 -0.198116 0.115294 0.5107 1.4156 -0.7654
O -1.348863 0.728699 -1.714068 -0.2812 0.0619 0.6730
O -1.271795 2.505883 -0.020208 0.1263 0.4355 0.3002
S 1.245891 0.514886 2.859189 -1.0665 -0.5276 0.3931
S -1.985563 1.323093 -0.484202 0.9254 -1.4698 -0.1054
H -1.283451 0.008723 2.877146 0.8530 0.2401 0.0723
H -0.830850 1.502008 2.152218 0.4168 -0.1319 -0.7773
H -1.276751 -1.250441 0.719743 0.4046 0.4111 0.8798
H 1.937297 0.036542 -2.872396 -2.0588 -0.8202 1.8012
H 1.874297 0.929333 -1.474770 -0.5709 -0.5235 -0.0803
H -1.076993 -1.965355 -1.666982 2.3079 1.1498 0.0095
H 0.473706 -1.996820 -2.586995 -1.6691 0.9483 2.2441
H 1.167798 0.539319 0.478445 -2.0650 -1.8394 -1.1129
H 1.370917 -0.752703 3.374745 -0.2049 0.6729 -0.4747

[3]
18
Properties=species:S:1:pos:R:3:forces:R:3 method="wB97M-V/def2-TZVPD" spin_multiplicity=1 orbital_gap_ev=10.36 smiles="CNO[C@](N)(O)C(N)=O" charge=0 molar_mass_g_mol=135.12
C 1.320534 0.690280 -1.878443 -0.6978 0.5009 -0.0277
N 1.359600 0.531058 -0.442114 -0.6761 0.6960 1.3427
O 0.173576 1.182173 0.251217 1.7134 0.2112 -1.6311
C -0.355316 0.204021 1.090852 0.6098 -1.5335 -1.1285
N -1.732540 0.553125 1.316266 0.3076 0.2090 0.1060
O 0.383061 0.041042 2.255226 -0.2030 0.1043 -0.0674
C -0.235311 -1.148737 0.228212 -1.5232 -0.4931 2.4911
N -1.232570 -1.277886 -0.675203 0.5529 0.1391 -0.3759
O 0.473133 -2.054379 0.632536 0.1658 0.1777 -0.5350
H 1.154810 1.725149 -2.194899 0.0507 -0.0106 -0.0503
H 2.268438 0.337126 -2.283256 0.0681 -0.0089 0.1676
H 0.525125 0.066609 -2.283062 0.0029 0.0096 -0.0391
H 2.158053 1.022663 -0.042643 -0.3145 0.0093 -0.0320
H -1.786945 1.548863 1.505147 -0.0299 0.0036 0.0233
H -2.061334 0.059877 2.139092 0.0272 0.0478 -0.0187
H 0.940703 -0.747764 2.134454 -0.1201 -0.0443 -0.1711
H -1.435117 -2.194667 -1.041415 0.0733 0.1558 -0.0649
H -1.917898 -0.538552 -0.711968 -0.0072 -0.1738 0.0111

[4]
19
Properties=species:S:1:pos:R:3:forces:R:3 method="wB97M-V/def2-TZVPD" spin_multiplicity=1 orbital_gap_ev=8.58 smiles="[H]/N=C(/N[P@@](=O)([O-])O)N(C)C" charge=-1 molar_mass_g_mol=166.10
H 1.960602 -2.080234 -0.270430 -0.2759 0.9343 -0.3298
N 1.679519 -1.311294 -0.895637 1.4724 -2.0241 -1.5936
C 1.028575 -0.357886 -0.447892 -2.5043 2.9548 -2.1266
N 0.383563 0.697909 -1.504772 0.1090 -2.6979 2.5505
P -1.488653 0.694811 -1.357789 0.0086 1.0520 1.3865
O -1.965288 -0.556898 -0.652036 1.0588 1.0614 -0.4012
O -1.999496 2.069134 -0.941790 0.8486 -1.6758 -0.5731
O -1.743922 0.501542 -2.910381 1.6508 -1.0697 -2.2332
N 0.690028 -0.123128 0.829830 -1.7702 1.1245 1.6062
C -0.269443 0.897463 1.223777 -0.3141 0.8079 -0.1445
C 0.785677 -1.170285 1.804194 0.3622 -2.5350 -3.5554
H 0.895803 1.585155 -1.477078 -0.6385 -0.3286 0.2389
H -0.942465 -0.031092 -3.232761 -1.7263 1.0777 0.5601
H 0.005263 1.179354 2.225853 -0.1538 0.0846 0.7040
H -0.149236 1.789925 0.630840 0.2100 0.2256 -0.1707
H -1.367028 0.694094 1.121147 1.1203 -0.5627 0.3750
H 1.547317 -1.809482 1.276860 -0.2267 0.2068 1.8788
H 1.047698 -0.815234 2.743123 0.6452 0.5376 1.7174
H -0.098514 -1.853852 1.834941 0.1239 0.8267 0.1107